(1)
Density functional theory data (the ωB97M-V functional and the def2-TZVPD basis) for an isolated molecule of C4H7NO2.

Its HOMO energy is -0.36094 hartree. The calculation puts the LUMO energy at 0.91 eV. The SMILES is C[C@@]1(C(N)=O)CO1. The value obtained for the gap between HOMO and LUMO is 10.73 eV.

XYZ file:
```
14
Properties=species:S:1:pos:R:3:forces:R:3
C 1.102 -1.287 0.108 0.0 0.0 0.0
C 0.309 -0.023 -0.098 0.1 -0.1 0.2
C -0.915 0.103 0.788 0.0 0.0 0.1
N -2.073 0.276 0.108 0.0 0.0 0.0
O -0.824 0.028 2.001 -0.1 0.0 -0.4
C 0.928 1.211 -0.583 0.2 0.2 0.1
O 0.134 0.401 -1.447 -0.1 -0.1 -0.2
H 2.013 -1.269 -0.497 -0.1 0.0 0.1
H 1.360 -1.397 1.165 0.0 0.0 -0.1
H 0.503 -2.153 -0.191 0.1 0.1 0.0
H -2.937 0.347 0.620 0.1 0.0 0.0
H -2.067 0.317 -0.900 0.0 0.0 0.2
H 0.499 2.177 -0.316 0.0 -0.2 -0.1
H 1.996 1.213 -0.800 -0.2 0.0 0.0
```
Forces are in eV/Å.

Results of the Mulliken charge analysis, in e, for atoms 1 through 4: number 1, C, carries -1.360; number 2, C, carries 1.298; number 3, C, carries 0.140; number 4, N, carries -0.331


(2)
Density functional theory data (the ωB97M-V functional and the def2-TZVPD basis) for a structure of composition C44H32I3LaNOP2.

Its HOMO energy (alpha / beta) is -0.28389 / -0.28772 hartree. The calculation puts the LUMO energy (alpha / beta) at -2.77 / -2.72 eV. The charge is +1. The value obtained for the gap between HOMO and LUMO (alpha / beta) is 4.96 / 5.11 eV.

XYZ file:
```
84
Properties=species:S:1:pos:R:3:forces:R:3
La -0.505 -2.542 0.148 -0.5 1.1 0.1
I -0.483 -5.646 -0.751 0.5 0.0 -0.1
C 1.568 -5.513 -1.324 -0.3 -0.2 0.0
C 2.029 -6.597 -2.012 0.0 0.0 0.0
C 3.391 -6.655 -2.372 0.0 0.0 0.0
C 4.225 -5.644 -1.998 0.0 0.0 0.0
C 3.743 -4.526 -1.276 0.0 0.0 0.0
C 4.643 -3.514 -0.852 0.0 0.0 0.0
C 4.197 -2.450 -0.132 0.0 0.1 0.0
C 2.815 -2.323 0.148 -0.1 -0.1 0.1
C 1.872 -3.249 -0.242 0.1 -0.7 0.0
C 2.364 -4.406 -0.934 0.3 0.1 0.0
H 1.369 -7.412 -2.274 0.0 0.0 0.0
H 3.758 -7.512 -2.920 0.0 0.0 0.0
H 5.281 -5.687 -2.236 0.0 0.0 0.0
H 5.693 -3.619 -1.098 0.0 0.0 0.0
H 4.893 -1.696 0.217 0.0 0.0 0.0
H 2.515 -1.434 0.706 0.0 0.0 0.0
I -3.543 2.388 2.255 -0.9 -1.0 -0.7
C -4.499 0.622 1.670 0.0 0.3 -0.1
C -5.789 0.324 2.038 0.0 -0.2 -0.1
C -6.293 -0.949 1.775 0.0 0.0 0.0
I -8.286 -1.298 2.288 0.1 0.0 0.0
C -5.493 -1.997 1.241 -0.1 0.0 0.1
C -5.924 -3.316 1.056 0.0 0.0 0.0
C -5.025 -4.275 0.579 0.1 0.0 0.0
C -3.741 -3.909 0.294 -0.1 -0.1 0.0
N -3.258 -2.636 0.421 0.3 0.0 -0.1
C -4.132 -1.696 0.876 0.3 0.0 0.0
C -3.738 -0.374 1.052 -0.3 -0.2 0.1
O -2.414 -0.008 0.558 -0.1 0.2 -0.1
H -6.399 1.063 2.537 0.0 0.0 0.0
H -6.938 -3.589 1.304 0.0 0.0 0.0
H -5.329 -5.303 0.443 0.0 0.0 0.0
H -3.038 -4.658 -0.044 0.0 0.0 -0.1
C 1.403 1.998 -0.070 0.0 -0.1 0.3
P 0.430 0.453 -0.349 -0.2 0.1 -0.4
C 1.168 -0.267 -1.871 -0.1 0.1 0.0
C 2.532 -0.226 -2.139 0.0 0.0 0.0
C 3.055 -0.917 -3.222 0.0 0.0 0.0
C 2.230 -1.676 -4.039 0.0 0.0 0.0
C 0.870 -1.734 -3.777 0.0 -0.1 0.0
C 0.344 -1.034 -2.701 -0.1 -0.1 0.1
C -1.102 1.122 -1.139 0.1 -0.1 0.2
C -2.364 0.772 -0.707 0.0 0.0 0.0
C -3.540 1.108 -1.336 -0.1 -0.1 0.0
C -3.443 1.886 -2.480 0.0 0.0 0.0
C -2.202 2.304 -2.943 0.0 0.0 0.0
C -1.047 1.917 -2.286 -0.1 0.0 0.0
P 1.881 2.186 1.714 0.1 0.0 -0.1
C 2.850 3.751 1.625 -0.1 0.0 0.0
C 3.628 4.113 0.528 0.0 0.0 0.0
C 4.378 5.283 0.544 0.0 0.0 0.0
C 4.367 6.104 1.659 0.0 0.0 0.0
C 3.615 5.740 2.768 0.0 0.0 0.0
C 2.868 4.575 2.752 0.0 0.0 0.0
C 0.318 2.850 2.420 0.0 0.1 -0.2
C -0.368 3.929 1.862 0.1 0.0 0.0
C -1.455 4.485 2.516 0.2 0.3 0.1
C -1.865 3.974 3.745 0.5 0.5 0.4
C -1.199 2.893 4.302 0.4 0.1 0.2
C -0.114 2.331 3.638 -0.2 0.0 0.2
H 0.849 2.859 -0.444 0.0 0.0 -0.1
H 2.325 1.905 -0.639 0.0 0.0 -0.1
H 3.212 0.313 -1.493 0.0 0.0 0.0
H 4.118 -0.872 -3.418 0.0 0.0 0.0
H 2.647 -2.221 -4.875 0.0 0.0 0.0
H 0.217 -2.318 -4.412 0.0 0.0 0.0
H -0.734 -1.054 -2.539 0.0 0.0 0.0
H -2.024 0.587 1.251 0.1 0.0 0.1
H -4.498 0.787 -0.956 0.0 0.0 0.0
H -4.348 2.175 -2.996 0.0 0.0 0.0
H -2.135 2.919 -3.830 0.0 0.0 0.0
H -0.079 2.201 -2.681 0.0 0.0 0.0
H 3.675 3.488 -0.354 0.0 0.0 0.0
H 4.973 5.549 -0.320 0.0 0.0 0.0
H 4.941 7.021 1.666 0.0 0.0 0.0
H 3.612 6.367 3.651 0.0 0.0 0.0
H 2.288 4.305 3.627 0.0 0.0 0.0
H -0.033 4.367 0.928 0.0 0.0 0.0
H -1.971 5.332 2.081 0.0 0.0 0.0
H -2.697 4.426 4.268 0.0 0.0 0.0
H -1.518 2.490 5.254 0.0 0.0 0.0
H 0.414 1.492 4.077 0.0 0.0 0.0
```
Forces are in eV/Å.

Results of the Mulliken charge analysis, in e, for atoms 1 through 4: number 1, La, carries 1.301; number 2, I, carries 0.080; number 3, C, carries 0.298; number 4, C, carries -0.770


(3)
Density functional theory data (the ωB97M-V functional and the def2-TZVPD basis) for a cluster of 2 separate species, C3H12NO in total.

Its HOMO energy is -0.60720 hartree. The calculation puts the LUMO energy at -3.10 eV. The charge is +1. The value obtained for the gap between HOMO and LUMO is 13.42 eV.

XYZ file:
```
17
Properties=species:S:1:pos:R:3:forces:R:3
C -1.757 -0.974 0.410 0.0 -0.2 0.7
C -0.648 -0.916 -0.590 0.5 0.4 -0.7
N 0.074 0.410 -0.507 0.0 -0.4 0.4
C 1.227 0.556 -1.407 0.8 0.0 -0.5
H -2.588 -0.314 0.185 -0.1 0.0 -0.2
H -2.109 -1.987 0.538 -0.3 -0.3 -0.4
H -1.413 -0.751 1.417 0.3 0.4 0.1
H 0.116 -1.670 -0.480 0.2 -0.3 0.4
H -0.953 -0.999 -1.631 -0.4 0.0 0.0
H 0.407 0.549 0.456 0.0 0.0 0.4
H -0.603 1.148 -0.646 -0.2 0.3 -0.3
H 2.120 0.074 -1.026 -0.2 -0.4 0.5
H 1.515 1.596 -1.510 -0.3 0.2 -0.2
H 1.027 0.095 -2.365 -0.3 0.2 -0.2
H 1.868 0.674 2.366 -0.3 -0.2 -0.2
H 0.781 1.661 2.647 -0.3 -0.1 -0.1
O 0.937 0.849 2.143 0.7 0.3 0.3
```
Forces are in eV/Å.

Results of the Mulliken charge analysis, in e, for atoms 1 through 4: number 1, C, carries -1.154; number 2, C, carries -0.394; number 3, N, carries -0.083; number 4, C, carries -0.865


(4)
Density functional theory data (the ωB97M-V functional and the def2-TZVPD basis) for a cluster of 5 separate species, CH11O4S in total.

Its HOMO energy is -0.12435 hartree. The calculation puts the LUMO energy at 3.22 eV. The charge is -1. The value obtained for the gap between HOMO and LUMO is 6.60 eV.

XYZ file:
```
17
Properties=species:S:1:pos:R:3:forces:R:3
C 0.742 1.330 -0.140 -0.1 0.8 -0.1
S 0.004 0.515 1.319 0.0 -0.1 -0.4
H 1.829 1.396 -0.042 0.0 -0.1 -0.1
H 0.374 2.362 -0.236 0.1 -0.1 0.2
H 0.508 0.895 -1.116 0.0 -0.4 0.1
H -2.898 2.434 2.384 0.1 -0.1 0.0
H -1.967 1.595 1.487 0.0 -0.2 0.0
O -2.892 1.927 1.567 -0.2 0.2 0.0
H -1.863 -1.974 -0.402 0.3 -0.1 0.3
H -3.330 -2.177 -0.423 -0.2 -0.2 0.1
O -2.518 -2.677 -0.295 -0.1 0.4 -0.3
H 2.023 -0.610 1.134 -0.2 -0.2 0.2
H 3.072 -0.697 2.212 -0.1 -0.1 -0.1
O 2.860 -1.072 1.350 0.3 0.2 0.0
H 1.191 0.202 -4.868 0.0 0.1 -0.2
H 1.742 -0.792 -3.900 0.2 -0.1 0.0
O 1.843 -0.503 -4.813 -0.2 0.1 0.2
```
Forces are in eV/Å.

Results of the Mulliken charge analysis, in e, for atoms 1 through 4: number 1, C, carries -0.770; number 2, S, carries -0.610; number 3, H, carries 0.274; number 4, H, carries 0.258


(5)
Density functional theory data (the ωB97M-V functional and the def2-TZVPD basis) for a structure of composition C6H7ClO.

Its HOMO energy is -0.31659 hartree. The calculation puts the LUMO energy at 0.38 eV. The value obtained for the gap between HOMO and LUMO is 9.00 eV.

XYZ file:
```
15
Properties=species:S:1:pos:R:3:forces:R:3
C 0.057 -1.267 1.454 0.9 -0.3 0.2
C 1.256 -1.908 1.246 1.0 1.1 -2.8
C -1.100 -0.636 0.836 -0.3 0.1 -0.2
C -0.557 -0.104 -0.512 0.1 0.1 0.0
C 0.844 0.477 -0.311 0.0 -0.1 -0.2
C 1.866 -0.614 -0.087 -1.1 -1.7 2.3
O 0.759 -1.010 2.491 -0.8 0.9 1.0
Cl 2.099 -1.632 -1.478 0.1 -0.2 -0.5
H -1.896 -1.363 0.663 0.0 0.0 0.1
H -1.480 0.173 1.464 0.0 -0.1 0.1
H -0.497 -0.928 -1.226 -0.1 0.1 0.0
H -1.240 0.647 -0.911 0.0 -0.1 0.0
H 1.136 1.064 -1.185 0.0 0.0 0.0
H 0.850 1.144 0.557 0.0 0.0 0.0
H 2.820 -0.287 0.304 0.0 0.0 0.0
```
Forces are in eV/Å.

Results of the Mulliken charge analysis, in e, for atoms 1 through 4: number 1, C, carries 0.807; number 2, C, carries -0.579; number 3, C, carries -0.609; number 4, C, carries -0.547


(6)
Density functional theory data (the ωB97M-V functional and the def2-TZVPD basis) for a structure of composition C27H29F6GeN2O6OsP.

Its HOMO energy (alpha / beta) is -0.44130 / -0.44058 hartree. As for the multiplicity: 6. The calculation puts the LUMO energy (alpha / beta) at -3.41 / -6.67 eV. The charge is +1. The value obtained for the gap between HOMO and LUMO (alpha / beta) is 8.60 / 5.31 eV.

XYZ file:
```
73
Properties=species:S:1:pos:R:3:forces:R:3
Os 0.074 -0.483 -0.558 0.0 -0.1 -0.7
C 3.483 1.519 1.310 0.0 0.0 -0.1
C 2.208 0.860 0.933 0.3 -0.2 -0.3
N 2.082 0.053 -0.064 -0.2 0.1 -0.1
O 3.193 -0.286 -0.782 0.3 0.0 0.0
C 0.977 1.079 1.675 -0.4 0.0 0.2
C 0.841 2.084 2.760 0.0 -0.1 0.1
N -0.047 0.365 1.253 0.6 0.6 0.4
O -1.198 0.361 1.743 -0.2 -0.1 -0.1
H 4.256 1.286 0.586 0.0 0.0 0.0
H 3.803 1.186 2.298 0.0 0.0 0.0
H 3.333 2.599 1.350 0.0 0.0 0.0
H 2.936 -0.147 -1.709 -0.1 0.1 -0.1
H 1.584 1.932 3.542 0.0 0.0 0.0
H -0.157 2.029 3.185 0.0 0.0 0.0
H 0.990 3.083 2.344 0.0 0.0 0.0
F 0.031 1.943 -0.972 0.0 0.1 0.1
P 0.011 2.037 -2.658 0.4 -0.3 -0.2
F -0.868 0.604 -2.550 0.2 -0.2 0.1
F -1.329 2.850 -2.599 -0.1 0.1 0.1
F 1.365 1.066 -2.592 -0.1 0.1 0.1
F 0.928 3.317 -2.591 -0.1 0.0 0.0
F 0.019 1.933 -4.222 -0.1 0.1 -0.1
O 1.120 -2.969 -0.430 -0.1 -0.2 -0.1
C 1.205 -2.762 -1.665 0.2 -0.2 0.2
O 0.863 -1.638 -2.149 -0.5 0.4 0.4
C 1.724 -3.859 -2.542 -0.1 0.1 0.1
C 2.528 -4.830 -1.694 0.1 -0.1 0.5
Ge 1.644 -5.083 0.116 -1.1 0.5 -0.4
C -0.077 -6.002 -0.138 0.6 0.3 0.0
C -0.915 -6.282 0.938 0.0 0.0 0.0
C -2.081 -7.007 0.747 0.0 0.0 0.0
C -2.426 -7.450 -0.523 0.0 0.0 0.0
C -1.593 -7.184 -1.599 0.0 0.0 -0.1
C -0.422 -6.467 -1.406 0.0 0.0 0.0
C 2.993 -6.587 0.768 0.4 -0.7 0.2
C 2.529 -7.375 1.805 -0.3 0.3 0.2
C 3.234 -8.530 2.118 0.0 -0.1 -0.1
C 4.395 -8.848 1.427 0.0 0.0 0.0
C 4.860 -8.017 0.417 -0.1 -0.1 0.0
C 4.163 -6.858 0.092 0.1 0.4 -0.2
C 1.602 -4.188 1.936 0.5 -0.5 -0.6
C 2.666 -4.208 2.823 0.0 0.1 0.1
C 2.554 -3.516 4.024 0.1 0.0 0.0
C 1.391 -2.825 4.327 0.0 0.0 0.0
C 0.332 -2.814 3.428 0.0 0.0 -0.1
C 0.430 -3.502 2.226 -0.1 0.1 0.1
H 2.300 -3.431 -3.362 0.0 0.0 0.0
H 0.841 -4.332 -2.980 0.0 0.0 0.0
H 3.522 -4.423 -1.498 0.0 0.0 0.0
H 2.635 -5.806 -2.163 0.0 0.0 0.0
H -0.664 -5.933 1.933 0.0 0.0 0.0
H -2.723 -7.227 1.590 0.0 0.0 0.0
H -3.344 -8.002 -0.675 0.0 0.0 0.0
H -1.851 -7.533 -2.591 0.0 0.0 0.0
H 0.230 -6.285 -2.251 0.0 0.0 0.0
H 1.627 -7.123 2.349 0.1 0.0 0.0
H 2.868 -9.171 2.909 0.0 0.0 0.0
H 4.948 -9.741 1.685 0.0 0.0 0.0
H 5.763 -8.257 -0.127 0.0 0.0 0.0
H 4.545 -6.214 -0.689 0.0 0.0 0.0
H 3.578 -4.744 2.596 0.0 0.0 0.0
H 3.383 -3.526 4.721 0.0 0.0 0.0
H 1.305 -2.303 5.271 0.0 0.0 0.0
H -0.576 -2.268 3.653 0.0 0.0 0.0
H -0.390 -3.482 1.519 0.0 0.0 0.0
C -4.049 -0.891 -0.706 0.0 -0.2 0.0
O -2.644 -0.541 -0.619 -0.4 0.2 0.0
C -1.750 -1.500 -0.566 0.2 -0.4 -0.2
O -1.917 -2.688 -0.576 -0.1 0.0 0.1
H -4.322 -0.968 -1.755 0.0 0.0 0.0
H -4.592 -0.084 -0.229 0.1 0.0 0.0
H -4.223 -1.836 -0.198 0.0 0.0 0.0
```
Forces are in eV/Å.

Results of the Mulliken charge analysis, in e, for atoms 1 through 4: number 1, Os, carries 1.965; number 2, C, carries -1.694; number 3, C, carries 0.403; number 4, N, carries 0.463


Number 1: E -361.8392 hartree, maximum force 0.370 eV Å⁻¹. Number 2: E -3432.9071 hartree, maximum force 1.550 eV Å⁻¹. Number 3: E -251.2596 hartree, maximum force 0.974 eV Å⁻¹. Number 4: E -743.8886 hartree, maximum force 0.818 eV Å⁻¹. Number 5: E -768.0820 hartree, maximum force 3.166 eV Å⁻¹. Number 6: E -4715.0863 hartree, maximum force 1.281 eV Å⁻¹.